No. 1
{"formula": "C4H11ClFeNO2Y", "method": "the ωB97M-V functional and the def2-TZVPD basis", "energy_ev": -57861.21346, "total_charge": -1, "homo_lumo_gap_ev": [6.92, 7.47], "homo_energy_ev": [-4.098, -4.941], "molar_mass_da": 285.341, "de_lowest_kcal_mol": 0.0, "multiplicity": 6, "species": ["Y", "Fe", "Cl", "O", "O", "N", "C", "C", "C", "C", "H", "H", "H", "H", "H", "H", "H", "H", "H", "H", "H"], "xyz": [[0.157, 0.087, 1.924], [0.618, 0.106, -2.287], [0.683, 1.275, -0.402], [1.749, 2.439, 4.573], [0.705, 0.630, 3.940], [1.281, 1.807, 3.664], [-1.827, 1.091, 1.543], [-0.986, -0.088, -3.431], [-0.584, -2.002, 2.564], [2.299, -0.799, -2.798], [-2.311, 0.594, 0.697], [-0.851, -0.845, -4.221], [2.609, -1.345, -1.891], [-1.794, -0.399, -2.748], [-0.010, -2.803, 3.091], [-1.654, -2.318, 2.706], [-1.549, 2.102, 1.253], [3.059, -0.037, -3.043], [-2.522, 1.118, 2.381], [-1.239, 0.889, -3.878], [2.167, -1.501, -3.638]], "mulliken_charge": [1.321, 0.254, -0.428, -0.426, -0.499, 0.197, -1.345, -0.870, -0.937, -0.885, 0.309, 0.220, 0.138, 0.178, 0.261, 0.193, 0.349, 0.185, 0.345, 0.196, 0.243]}

No. 2
{"formula": "C4H11ClN2", "method": "the ωB97M-V functional and the def2-TZVPD basis", "energy_ev": -19824.05210, "total_charge": 0, "homo_lumo_gap_ev": [8.03, 7.59], "homo_energy_ev": [-7.227, -6.926], "molar_mass_da": 122.599, "de_lowest_kcal_mol": 74.2, "species": ["Cl", "N", "N", "C", "C", "C", "C", "H", "H", "H", "H", "H", "H", "H", "H", "H", "H", "H"], "xyz": [[-1.761, 0.679, -2.055], [0.814, -0.331, 2.205], [0.861, -0.889, 1.011], [-0.992, 1.273, -0.565], [-0.082, -1.848, -1.136], [-0.244, -1.139, 0.183], [0.346, 1.960, -0.496], [-1.084, -1.437, 0.726], [0.422, 0.683, 2.124], [0.144, -0.854, 2.774], [-0.339, -3.010, -0.930], [0.892, -1.787, -1.536], [0.570, 2.637, -1.338], [-1.807, 1.829, 0.038], [1.147, 1.221, -0.152], [0.269, 2.641, 0.424], [1.669, -0.360, 0.481], [-0.824, -1.268, -1.756]], "mulliken_charge": [-0.250, -0.643, -0.115, -0.190, -0.769, -0.191, -0.669, 0.376, 0.245, 0.277, 0.269, 0.310, 0.349, 0.278, -0.061, 0.223, 0.399, 0.163]}

No. 3
{"formula": "C4H11ClN3", "method": "the ωB97M-V functional and the def2-TZVPD basis", "energy_ev": -21311.52907, "total_charge": 1, "homo_lumo_gap_ev": 9.52, "homo_energy_ev": -13.872, "molar_mass_da": 136.606, "de_lowest_kcal_mol": 15.1, "species": ["Cl", "N", "N", "N", "C", "C", "C", "C", "H", "H", "H", "H", "H", "H", "H", "H", "H", "H", "H"], "xyz": [[-1.243, -2.368, 0.590], [1.075, -0.052, -1.412], [0.533, -0.285, 1.629], [-0.881, 0.337, -0.058], [1.860, 0.290, -2.516], [-0.143, 0.334, -1.138], [-0.768, -0.320, 1.221], [-1.818, 0.225, 2.160], [1.243, -0.750, 1.062], [1.801, 1.330, -2.919], [-0.463, 1.134, -1.836], [1.493, -0.829, -0.815], [-1.688, 1.323, 2.309], [-2.881, 0.037, 1.927], [1.816, -0.238, -3.431], [-1.681, -0.395, 3.166], [-1.875, 0.678, -0.111], [2.931, 0.154, -2.383], [0.690, -0.606, 2.555]], "mulliken_charge": [-0.260, -0.073, -0.416, -0.064, -0.936, 0.132, 0.365, -1.270, 0.155, 0.354, 0.305, 0.233, 0.364, 0.438, 0.396, 0.367, 0.288, 0.343, 0.278]}

No. 4
{"formula": "C4H11CrFNO", "method": "the ωB97M-V functional and the def2-TZVPD basis", "energy_ev": -38995.12463, "total_charge": 1, "homo_lumo_gap_ev": [8.45, 9.51], "homo_energy_ev": [-13.882, -14.530], "molar_mass_da": 160.132, "de_lowest_kcal_mol": 21.1, "multiplicity": 5, "species": ["Cr", "F", "O", "N", "C", "C", "C", "C", "H", "H", "H", "H", "H", "H", "H", "H", "H", "H", "H"], "xyz": [[-0.898, 1.450, -1.776], [-0.560, -0.284, -3.021], [-1.485, 0.136, -0.228], [0.948, 1.324, -0.642], [2.182, -0.333, 0.812], [0.937, -0.051, -0.135], [-2.680, -0.496, 0.221], [-0.346, -0.258, 0.650], [1.249, 2.099, -0.068], [-3.509, -0.380, -0.478], [2.361, 0.495, 1.497], [-2.496, -1.553, 0.414], [1.691, 1.407, -1.321], [1.054, -0.769, -0.946], [-0.322, 0.276, 1.600], [2.112, -1.361, 1.169], [-2.982, -0.054, 1.170], [3.081, -0.324, 0.195], [-0.337, -1.322, 0.886]], "mulliken_charge": [1.094, -0.681, -0.220, -0.548, -1.457, 0.357, -0.757, -0.696, 0.205, 0.297, 0.390, 0.281, 0.399, 0.325, 0.426, 0.410, 0.340, 0.417, 0.418]}

No. 5
{"formula": "C4H11FNO", "method": "the ωB97M-V functional and the def2-TZVPD basis", "energy_ev": -10570.60471, "total_charge": 1, "homo_lumo_gap_ev": 11.62, "homo_energy_ev": -15.847, "molar_mass_da": 108.136, "de_lowest_kcal_mol": 67.0, "species": ["F", "O", "N", "C", "C", "C", "C", "H", "H", "H", "H", "H", "H", "H", "H", "H", "H", "H"], "xyz": [[-0.771, -0.311, -1.819], [-0.771, -0.394, 1.133], [0.009, 0.473, 0.420], [2.320, -0.287, -0.612], [-0.572, 1.307, -0.234], [-2.121, -0.392, 0.842], [1.390, 0.080, 0.562], [3.267, -0.502, -0.182], [-0.919, -1.082, -1.264], [-2.606, -1.258, 1.434], [-0.076, 1.837, -0.980], [-2.317, -0.578, -0.144], [1.823, 0.791, 1.228], [-2.833, 0.376, 1.042], [-1.636, 1.532, -0.100], [2.052, -1.216, -1.192], [1.308, -0.944, 1.193], [2.452, 0.569, -1.328]], "mulliken_charge": [-0.351, -0.267, 0.408, -1.021, -0.213, -0.999, -0.467, 0.399, 0.421, 0.278, 0.346, 0.483, 0.353, 0.392, 0.302, 0.305, 0.315, 0.315]}

No. 6
{"formula": "C4H11HoO2", "method": "the ωB97M-V functional and the def2-TZVPD basis", "energy_ev": -34206.89492, "total_charge": 1, "homo_lumo_gap_ev": [6.98, 6.70], "homo_energy_ev": [-10.538, -12.279], "molar_mass_da": 256.060, "multiplicity": 6, "species": ["Ho", "O", "O", "C", "C", "C", "C", "H", "H", "H", "H", "H", "H", "H", "H", "H", "H", "H"], "xyz": [[1.010, 0.375, 0.394], [0.575, 0.690, 4.583], [0.821, -0.241, -2.148], [-0.285, -0.687, -2.829], [-1.468, -0.971, -1.984], [1.950, 0.097, -2.947], [-0.788, 0.769, 4.936], [2.304, -0.796, -3.479], [0.644, 0.554, 3.622], [-1.267, -1.747, -1.229], [-1.273, 1.661, 4.504], [-1.349, -0.124, 4.615], [-0.846, 0.840, 6.030], [2.728, 0.463, -2.266], [-1.902, -0.051, -1.547], [-0.374, -0.311, -3.853], [1.689, 0.888, -3.664], [-2.172, -1.407, -2.737]], "mulliken_charge": [0.593, -0.397, -0.054, -0.022, -0.948, -0.583, -0.471, 0.304, 0.163, 0.305, 0.244, 0.246, 0.211, 0.181, 0.293, 0.330, 0.326, 0.279]}

No. 7
{"formula": "C4H11IOSi", "method": "the ωB97M-V functional and the def2-TZVPD basis", "energy_ev": -22348.35919, "total_charge": 0, "homo_lumo_gap_ev": [8.19, 5.96], "homo_energy_ev": [-8.495, -6.606], "molar_mass_da": 230.121, "de_lowest_kcal_mol": 98.9, "species": ["I", "Si", "O", "C", "C", "C", "C", "H", "H", "H", "H", "H", "H", "H", "H", "H", "H", "H"], "xyz": [[0.612, -1.149, -2.043], [-1.199, 1.083, -0.438], [-0.658, 0.343, 0.812], [0.520, -1.075, 2.272], [0.902, -3.057, -2.992], [-0.646, 2.832, -0.866], [0.494, 0.343, 1.674], [0.931, -1.009, 3.316], [1.397, 0.527, 1.130], [0.667, -3.825, -2.272], [-0.492, -1.414, 2.108], [0.350, -3.189, -3.863], [-1.495, 3.372, -1.234], [0.088, 2.550, -1.613], [1.065, -1.744, 1.651], [-2.609, 0.989, -0.153], [-0.238, 3.350, 0.077], [0.311, 1.073, 2.433]], "mulliken_charge": [0.096, -0.093, 0.024, -1.020, -0.739, -0.856, -0.264, 0.302, 0.350, 0.255, 0.300, 0.308, 0.291, 0.241, 0.291, -0.115, 0.291, 0.337]}

No. 8
{"formula": "C4H11InNO5P", "method": "the ωB97M-V functional and the def2-TZVPD basis", "energy_ev": -30513.45984, "total_charge": 0, "homo_lumo_gap_ev": 5.35, "homo_energy_ev": -9.412, "molar_mass_da": 298.926, "de_lowest_kcal_mol": 4.2, "species": ["In", "P", "O", "O", "O", "O", "O", "N", "C", "C", "C", "C", "H", "H", "H", "H", "H", "H", "H", "H", "H", "H", "H"], "xyz": [[1.085, -0.093, -2.038], [3.074, 2.660, -1.895], [-0.928, 0.558, -0.199], [2.919, 3.931, -2.682], [1.811, 2.369, -1.022], [4.310, 2.569, -1.001], [3.114, 1.539, -2.933], [0.262, -1.964, -0.071], [-1.011, 1.896, 0.222], [-1.362, -2.723, 1.472], [-1.327, -0.338, 0.833], [-1.166, -1.772, 0.298], [-1.069, -3.755, 1.273], [-1.961, 2.350, 0.531], [-0.670, -0.193, 1.696], [0.894, -1.708, 0.680], [-2.388, -2.779, 1.855], [-0.264, 2.169, 0.972], [-0.775, 2.607, -0.576], [0.434, -2.954, -0.201], [-2.385, -0.132, 1.012], [-0.737, -2.416, 2.312], [-1.859, -1.822, -0.539]], "mulliken_charge": [0.794, 0.808, -0.202, -0.434, -0.349, -0.437, -0.462, -0.544, -0.904, -1.396, -0.789, 0.167, 0.405, 0.346, 0.388, 0.278, 0.360, 0.359, 0.291, 0.238, 0.402, 0.392, 0.289]}

No. 9
{"formula": "C4H11N2", "method": "the ωB97M-V functional and the def2-TZVPD basis", "energy_ev": -7296.93850, "total_charge": 1, "homo_lumo_gap_ev": 8.11, "homo_energy_ev": -12.984, "molar_mass_da": 87.146, "de_lowest_kcal_mol": 92.5, "species": ["N", "N", "C", "C", "C", "C", "H", "H", "H", "H", "H", "H", "H", "H", "H", "H", "H"], "xyz": [[-2.572, 0.617, -0.490], [1.089, 0.066, 0.088], [1.915, -1.031, -0.374], [-1.912, -0.499, -0.119], [1.524, 1.273, -0.001], [-0.263, -0.191, 0.735], [-2.944, 1.167, 0.262], [2.677, -1.300, 0.343], [-0.124, -1.064, 1.358], [1.387, 2.309, 0.566], [2.440, 1.407, -0.515], [2.196, -0.824, -1.402], [-1.617, -1.011, -1.056], [-2.381, -1.003, 0.847], [1.323, -1.852, -0.452], [-0.625, 0.676, 1.344], [-2.112, 1.257, -1.135]], "mulliken_charge": [-0.441, 0.136, -1.034, -0.379, -0.134, -0.860, 0.258, 0.332, 0.443, 0.266, 0.304, 0.446, 0.337, 0.323, 0.418, 0.361, 0.223]}

No. 10
{"formula": "C4H11N2", "method": "the ωB97M-V functional and the def2-TZVPD basis", "energy_ev": -7299.00469, "total_charge": 1, "homo_lumo_gap_ev": 7.67, "homo_energy_ev": -12.599, "molar_mass_da": 87.146, "de_lowest_kcal_mol": 44.8, "species": ["N", "N", "C", "C", "C", "C", "H", "H", "H", "H", "H", "H", "H", "H", "H", "H", "H"], "xyz": [[-0.086, 1.450, 1.542], [1.546, -1.359, -0.212], [0.677, 0.633, -1.200], [-0.764, -1.409, -0.991], [-1.305, 1.563, 1.872], [0.518, -0.647, -0.792], [-0.587, -2.430, -1.311], [2.481, -1.025, -0.399], [-0.120, 1.075, -1.787], [1.646, 1.083, -1.359], [0.630, 1.385, 2.262], [1.507, -2.354, -0.357], [-1.364, -0.913, -1.749], [-2.048, 1.516, 1.084], [-1.318, -1.391, -0.048], [-1.601, 1.612, 2.913], [0.188, 1.211, 0.532]], "mulliken_charge": [-0.057, -0.446, -1.460, -1.181, -0.108, 0.902, 0.440, 0.242, 0.311, 0.394, 0.284, 0.263, 0.316, 0.292, 0.269, 0.287, 0.252]}